# 1
3 unconnected molecules or ions with the total composition C23H46FIN3O10 in a non-equilibrium geometry. Source: the Open Molecules 2025 dataset; level of theory: ωB97M-V/def2-TZVPD.

- Net charge: +1

Each line ends with the Mulliken charge.
Positions of all 84 atoms, in Å:
C (7.74165, -0.72555, 2.25346)  -1.1742
C (7.06746, -1.32448, 0.98452)  -0.3544
I (8.19266, -3.06534, 0.44283)  0.1502
C (5.61905, -1.65433, 1.38519)  -2.1340
C (4.62426, -1.78191, 0.22431)  0.6184
O (5.38459, -1.83165, -0.94216)  -0.6122
C (3.76603, -3.03853, 0.26826)  0.1324
C (4.59353, -4.32694, 0.31584)  -0.9683
C (4.64891, -4.97455, 1.65988)  0.4712
O (4.89746, -6.12858, 1.82661)  -0.4891
F (4.36019, -4.18898, 2.72126)  -0.2119
O (2.84059, -3.17092, -0.78953)  -0.4249
C (2.38206, -2.03074, -1.49210)  -0.8513
C (3.04156, -0.66549, -1.23785)  -0.5908
N (3.72655, -0.53593, 0.08202)  0.7414
C (2.65344, -0.41987, 1.13002)  -1.1326
N (3.15807, -0.22326, 2.45507)  -0.3544
O (4.64354, 0.54214, 0.13115)  -0.3566
C (4.14279, 1.63731, -0.35407)  0.5188
N (3.69422, 2.58426, -0.85086)  -0.4142
H (7.23555, -1.01550, 3.16071)  0.3322
H (7.70899, 0.35325, 2.17883)  0.3193
H (8.78175, -1.00213, 2.25298)  0.4693
H (7.10404, -0.54617, 0.24679)  0.5695
H (5.34623, -0.90008, 2.10728)  0.3376
H (5.67560, -2.58410, 1.92207)  0.8792
H (5.04131, -2.50565, -1.53744)  0.6514
H (3.21376, -3.03263, 1.20668)  0.6709
H (4.07441, -5.03725, -0.30513)  0.4805
H (5.58016, -4.20803, -0.11097)  0.1825
H (1.31792, -1.93825, -1.32592)  0.4434
H (2.48082, -2.22473, -2.54992)  0.3291
H (3.69270, -0.37341, -2.03874)  0.5472
H (2.24415, 0.05936, -1.27220)  0.5944
H (2.06096, 0.44631, 0.86995)  0.7445
H (1.96133, -1.24601, 1.09193)  0.3808
H (2.64987, 0.51521, 2.91320)  0.2172
H (3.02570, -1.06901, 2.98761)  0.2619
C (-3.30243, 2.50935, 5.91203)  -0.8022
O (-2.63426, 2.80502, 4.70131)  -0.2710
C (-1.24883, 3.04070, 4.86400)  -0.6718
C (-0.46154, 2.50734, 3.68768)  -0.2609
O (-0.34097, 1.08551, 3.64196)  -0.4193
C (-1.50667, 0.32641, 3.33695)  -0.4105
C (-1.98253, 0.44386, 1.90486)  -0.3603
O (-2.59443, 1.69218, 1.65438)  -0.3258
C (-2.33911, 2.19661, 0.36162)  -0.7408
H (-3.38330, 3.40027, 6.54247)  0.3235
H (-4.30222, 2.16189, 5.66033)  0.2386
H (-2.78925, 1.71380, 6.46363)  0.3632
H (-0.87876, 2.57970, 5.78620)  0.3640
H (-1.09168, 4.12506, 4.92689)  0.4026
H (0.56355, 2.87296, 3.79338)  0.3951
H (-0.84180, 2.90087, 2.74462)  0.1466
H (-2.30940, 0.53563, 4.04273)  0.1300
H (-1.21086, -0.71467, 3.49294)  0.4601
H (-2.72508, -0.34216, 1.71552)  0.4202
H (-1.12986, 0.28873, 1.22892)  0.1357
H (-1.26569, 2.17542, 0.13333)  0.2897
H (-2.66840, 3.23359, 0.33873)  0.3167
H (-2.89170, 1.62802, -0.39306)  0.3102
C (-7.08388, 1.43297, -1.76358)  -0.7837
O (-6.39522, 1.73828, -2.95711)  -0.3131
C (-5.03120, 2.05551, -2.75748)  -0.2853
C (-4.16829, 1.53450, -3.88673)  -0.3960
O (-3.96060, 0.12872, -3.88071)  -0.4525
C (-5.05435, -0.71772, -4.21588)  -0.3397
C (-5.46204, -0.68482, -5.67264)  -0.5558
O (-6.14426, 0.51396, -5.99339)  -0.2833
C (-5.86721, 0.99169, -7.29257)  -0.7901
H (-7.23510, 2.33192, -1.15629)  0.3300
H (-8.05413, 1.02377, -2.03780)  0.2509
H (-6.54538, 0.67939, -1.17708)  0.3255
H (-4.66879, 1.64088, -1.81016)  0.0632
H (-4.94395, 3.14986, -2.71821)  0.4496
H (-3.17146, 1.96445, -3.75411)  0.4429
H (-4.53387, 1.87752, -4.85491)  0.1393
H (-5.90774, -0.53766, -3.56158)  0.1335
H (-4.69855, -1.72909, -4.00507)  0.3977
H (-6.14179, -1.52504, -5.86538)  0.3945
H (-4.57120, -0.80525, -6.29907)  0.3479
H (-4.78801, 1.03011, -7.47959)  0.3529
H (-6.26128, 2.00397, -7.36165)  0.2359
H (-6.35031, 0.36810, -8.05204)  0.3279

# 2
2 unconnected molecules or ions with the total composition H4N4 in a non-equilibrium geometry. Source: the Open Molecules 2025 dataset; level of theory: ωB97M-V/def2-TZVPD.

- Energy relative to the best compared isomer or geometry (same formula, charge and spin): 3.5 kcal/mol
- SMILES string: N#N.NN
- Net charge: 0

Each line ends with the natural charge from an NBO analysis.
Positions of all 8 atoms, in Å:
N (1.65738, 0.90123, -2.68339)  0.0252
N (0.78196, 0.98450, -2.00911)  -0.0275
N (-0.96184, -0.17572, 1.27058)  -0.6707
N (0.10402, -0.46616, 0.30263)  -0.6793
H (-1.35242, -1.09224, 1.48495)  0.3382
H (-0.47537, 0.03134, 2.13487)  0.3376
H (0.59004, 0.40935, 0.10617)  0.3386
H (-0.34377, -0.59230, -0.60669)  0.3379

no.,HOMO level (eV),Kohn-Sham gap (eV),energy (eV)
1,-10.654,7.5,-60346.13194
2,-8.477,9.9,-6024.79342